C51H53FeIN12O2PS | wB97M-V/def2-TZVPD

Each line ends with the Mulliken spin population.
Geometry (Å):
1 Fe 1.12 0.63 -0.40  3.857
2 O 0.62 0.55 1.59  0.200
3 C 1.83 0.70 1.52  0.343
4 C 3.07 0.64 2.05  0.044
5 C 3.38 0.80 3.43  0.069
6 C 4.69 0.78 3.84  -0.012
7 C 5.73 0.59 2.93  0.042
8 C 5.46 0.47 1.57  -0.025
9 C 4.15 0.50 1.12  0.058
10 P 3.59 0.34 -0.59  -0.050
11 C 3.78 -1.44 -0.93  0.031
12 C 3.90 -1.84 -2.26  -0.004
13 C 4.00 -3.18 -2.57  0.000
14 C 3.96 -4.13 -1.55  0.005
15 C 3.83 -3.74 -0.23  -0.003
16 C 3.74 -2.39 0.09  0.003
17 C 5.06 1.00 -1.44  0.048
18 C 5.12 2.36 -1.76  0.025
19 C 6.31 2.92 -2.19  0.006
20 C 7.45 2.13 -2.30  -0.001
21 C 7.39 0.79 -1.99  0.003
22 C 6.21 0.21 -1.57  0.000
23 H 2.57 0.95 4.13  0.003
24 H 4.92 0.92 4.88  0.000
25 H 6.75 0.54 3.27  0.002
26 H 6.27 0.36 0.87  0.005
27 H 3.94 -1.09 -3.04  -0.002
28 H 4.11 -3.49 -3.60  0.000
29 H 4.05 -5.18 -1.80  0.000
30 H 3.82 -4.48 0.55  0.000
31 H 3.65 -2.08 1.12  -0.005
32 H 4.24 2.97 -1.63  0.006
33 H 6.35 3.97 -2.44  0.000
34 H 8.38 2.57 -2.63  0.000
35 H 8.28 0.17 -2.06  0.000
36 H 6.18 -0.84 -1.33  0.001
37 C -1.20 5.55 0.32  0.001
38 N -0.16 4.61 0.00  0.002
39 C 0.08 3.40 0.51  0.021
40 N 1.10 2.84 -0.13  0.076
41 C 1.47 3.79 -1.02  0.011
42 N 0.72 4.86 -0.97  0.004
43 C -2.51 4.85 0.60  0.001
44 C -3.31 5.25 1.67  0.000
45 C -4.52 4.62 1.91  0.000
46 C -4.93 3.56 1.12  0.000
47 C -4.12 3.14 0.06  -0.005
48 C -2.92 3.80 -0.21  -0.002
49 C -4.51 1.98 -0.70  0.002
50 N -5.43 1.12 -0.35  0.001
51 N -5.40 0.13 -1.23  0.001
52 C -4.48 0.39 -2.10  0.000
53 O -3.86 1.56 -1.82  -0.002
54 C -3.97 -0.51 -3.15  -0.001
55 C -4.50 -0.59 -4.43  0.000
56 C -3.96 -1.49 -5.33  0.000
57 C -2.91 -2.32 -4.95  0.000
58 C -2.40 -2.26 -3.66  0.001
59 C -1.30 -3.19 -3.20  -0.002
60 N -0.34 -2.49 -2.38  0.013
61 C 0.60 -1.61 -2.74  0.060
62 N 1.20 -1.12 -1.66  0.048
63 C 0.59 -1.75 -0.64  -0.022
64 N -0.35 -2.59 -1.05  0.004
65 C -2.93 -1.35 -2.77  0.003
66 H -1.30 6.22 -0.54  0.001
67 H -0.90 6.15 1.19  0.000
68 H -0.47 2.97 1.32  0.006
69 H 2.30 3.70 -1.69  0.000
70 H -2.98 6.05 2.31  0.000
71 H -5.14 4.95 2.73  0.000
72 H -5.86 3.06 1.29  0.000
73 H -2.31 3.47 -1.04  0.000
74 H -5.33 0.04 -4.71  0.000
75 H -4.35 -1.56 -6.33  0.000
76 H -2.50 -3.03 -5.66  0.000
77 H -0.80 -3.64 -4.05  0.000
78 H -1.73 -3.98 -2.58  0.000
79 H 0.83 -1.35 -3.75  0.004
80 H 0.90 -1.74 0.38  -0.036
81 H -2.55 -1.28 -1.76  0.002
82 I 2.13 1.45 -6.43  0.001
83 C 1.08 1.52 -4.63  0.000
84 C -0.28 1.66 -4.43  0.006
85 N -0.48 1.59 -3.10  0.019
86 N 0.67 1.42 -2.43  -0.015
87 C 1.62 1.38 -3.35  0.006
88 H -1.08 1.80 -5.13  0.000
89 H -1.36 1.65 -2.60  0.007
90 H 2.65 1.23 -3.07  -0.004
91 C -2.24 -5.82 2.31  0.000
92 C -1.64 -4.73 3.19  0.000
93 C -1.26 -3.47 2.41  0.000
94 C -2.48 -2.64 1.98  -0.004
95 N -2.07 -1.62 1.04  0.006
96 C -1.88 -0.32 1.16  0.008
97 S -1.43 0.52 -0.29  0.081
98 N -2.08 0.43 2.24  0.018
99 C -1.71 0.14 3.62  0.013
100 C -2.72 0.71 4.62  0.003
101 C -3.97 -0.16 4.75  0.000
102 C -3.74 -1.37 5.65  0.000
103 H -2.54 -6.66 2.93  0.000
104 H -1.51 -6.19 1.60  0.000
105 H -3.11 -5.48 1.77  0.000
106 H -0.74 -5.13 3.67  0.000
107 H -2.35 -4.47 3.99  0.000
108 H -0.70 -3.77 1.52  0.000
109 H -0.60 -2.85 3.02  0.002
110 H -3.00 -2.20 2.83  0.002
111 H -3.18 -3.29 1.45  0.000
112 H -1.73 -2.04 0.18  0.004
113 H -2.09 1.43 2.05  0.001
114 H -0.73 0.61 3.79  -0.004
115 H -1.60 -0.93 3.76  0.005
116 H -2.99 1.72 4.30  0.000
117 H -2.23 0.79 5.59  0.000
118 H -4.29 -0.47 3.75  0.000
119 H -4.77 0.44 5.17  0.000
120 H -2.88 -1.96 5.33  0.000
121 H -4.61 -2.02 5.64  0.000
122 H -3.57 -1.05 6.67  0.000

Results
Kohn-Sham gap (spin up / spin down) (eV): 6.100 / 7.145
F_max (eV/Å): 3.801
Expectation value of S²: 8.7832
Net charge: +2
2S+1: 6
Relative energy (zero: lowest compared OMol25 entry of this formula, charge and spin) (kJ/mol): 176.3
Total energy (eV): -138321.324